Density functional theory data (ωB97M-V with the def2-TZVPD basis set) for C21H30N2O3 as an isolated structure in a non-equilibrium geometry.

Structure (XYZ):
```
56
Properties=species:S:1:pos:R:3
C -7.535 -2.239 -0.618
C -6.160 -1.567 -0.303
C -6.194 -0.277 0.396
C -5.138 0.237 0.778
C -3.925 -0.448 0.320
C -3.952 -1.542 -0.197
C -5.164 -2.210 -0.458
H -5.036 -2.984 -1.308
H -3.006 -1.871 -0.621
O -2.825 0.403 0.882
C -1.636 0.134 0.649
C -0.603 0.939 1.111
O 0.426 0.193 1.767
N -0.571 2.260 0.997
C -1.398 2.735 -0.227
H -1.687 3.748 0.318
C -0.521 2.566 -1.359
N 0.794 2.415 -1.001
C 1.394 1.294 -1.319
O 0.619 0.426 -1.782
C 2.591 0.867 -0.739
C 3.000 -0.425 -0.898
C 4.447 -0.757 -0.349
C 4.303 -0.988 1.302
H 4.849 -0.032 1.390
C 5.162 -2.336 1.453
H 4.356 -3.336 1.612
H 5.721 -2.121 2.334
C 5.837 -2.709 0.337
H 6.211 -3.767 0.224
H 6.850 -1.978 0.186
C 4.988 -2.229 -1.040
H 5.583 -2.052 -1.836
H 4.184 -3.044 -1.081
H 3.296 -1.133 1.464
H 5.214 0.124 -0.602
H 3.242 -0.555 -2.313
H 2.360 -1.231 -0.498
H 3.349 1.667 -0.945
H 2.421 1.039 0.533
C 1.375 3.273 0.125
H 2.233 3.345 0.330
C 0.454 2.958 1.313
H 0.162 3.766 1.817
H 1.082 2.491 1.889
H 1.217 4.308 -0.358
H -0.803 1.821 -2.034
H -0.499 3.538 -1.898
H -2.297 2.305 -0.314
H -1.577 -0.984 1.146
H -1.361 -0.111 -0.498
H -5.196 1.234 1.315
H -7.120 0.123 0.589
H -8.145 -1.648 -1.186
H -8.034 -2.607 0.295
H -7.338 -3.028 -1.090
```

Energy above the lowest of the compared OMol25 structures with the same formula, charge and spin (eV): 18.859
LUMO energy (eV): 0.6
Electronic energy (Ha): -1152.82825

***

Density functional theory data (ωB97M-V with the def2-TZVPD basis set) for one molecule with the formula C5H13NO in a non-equilibrium geometry.

Structure (XYZ):
```
20
Properties=species:S:1:pos:R:3
C 1.788 -0.900 -0.494
C 0.506 -0.145 -0.244
C -0.011 -0.418 1.205
C 0.370 0.655 2.228
N -0.500 -0.483 -1.232
C -1.754 0.175 -1.207
O -1.691 1.607 -1.409
H 2.072 -0.809 -1.560
H 2.579 -0.466 0.104
H 1.663 -1.989 -0.538
H 0.731 0.927 -0.256
H 0.272 -1.460 1.377
H -1.090 -0.553 1.159
H 1.081 0.334 2.985
H 0.705 1.540 1.712
H -0.545 0.789 2.796
H -0.111 -0.467 -2.166
H -2.197 0.103 -0.227
H -2.470 -0.225 -1.916
H -1.400 1.784 -2.316
```

Energy above the lowest of the compared OMol25 structures with the same formula, charge and spin (eV): 1.329
LUMO energy (eV): 0.9
Electronic energy (Ha): -328.26999

***

Density functional theory data (ωB97M-V with the def2-TZVPD basis set) for an isolated ion of composition C4H7N2O2 and charge +1 in a non-equilibrium geometry.

Structure (XYZ):
```
15
Properties=species:S:1:pos:R:3
C -1.253 0.730 0.225
C 0.258 0.987 0.761
C 1.047 -0.958 -0.662
C -0.244 -0.976 -1.296
N -1.347 -0.641 -0.257
N 1.010 -0.333 0.684
O 0.692 -0.079 -1.714
O -1.486 -1.365 -1.542
H -2.034 0.696 1.016
H -1.533 1.436 -0.494
H 0.577 1.812 0.141
H 0.035 1.287 1.714
H 1.810 -1.666 -1.031
H 1.873 -0.023 1.135
H 0.595 -0.908 1.318
```

Total charge: +1
Energy above the lowest of the compared OMol25 structures with the same formula, charge and spin (eV): 7.435
LUMO energy (eV): -3.7
Electronic energy (Ha): -416.08650

***

Density functional theory data (ωB97M-V with the def2-TZVPD basis set) for C6H14ClIO3OsP as an isolated structure in a non-equilibrium geometry.

Structure (XYZ):
```
27
Properties=species:S:1:pos:R:3
C 0.428 -2.498 2.017
C 1.066 -2.769 3.428
H 0.928 -3.192 1.329
H 0.407 -1.487 1.345
H -0.686 -2.636 2.148
O 1.262 -3.885 3.852
I 1.713 -1.102 4.382
Os -0.022 -0.106 -0.258
P 0.042 1.420 -1.735
C 1.508 1.894 -2.716
C -0.854 -0.063 -2.656
H -2.091 2.491 -1.576
H -0.941 3.295 -2.803
H -0.636 3.435 -0.974
C -1.049 2.810 -1.782
H -1.856 -0.203 -2.221
H -0.822 0.293 -3.698
H 1.185 2.247 -3.700
H 2.186 1.036 -2.709
H -0.200 -0.923 -2.464
H 1.888 2.723 -2.081
C 1.772 -0.397 -0.065
O 2.951 -0.570 0.138
Cl -1.898 0.166 0.963
O -2.088 -0.959 3.593
H -2.491 -0.047 3.771
H -1.704 -0.973 4.474
```

Total charge: +3
Spin multiplicity: 5
Energy above the lowest of the compared OMol25 structures with the same formula, charge and spin (eV): 0.572
LUMO energy (spin up / spin down) (eV): -13.0 / -15.2
Electronic energy (Ha): -1651.26255
Expectation value of S²: 6.02

***

Density functional theory data (ωB97M-V with the def2-TZVPD basis set) for a 16-piece molecular cluster, C33H70Cl30FO2P overall in a non-equilibrium geometry.

Structure (XYZ):
```
137
Properties=species:S:1:pos:R:3
C 4.065 -0.507 1.558
C 3.697 0.504 0.416
C 3.103 1.848 0.965
C 1.990 2.446 0.045
C 0.885 3.146 0.896
C 0.105 2.017 1.687
C -1.400 2.097 1.261
C -2.290 1.020 1.936
C -3.822 1.421 1.860
P -4.425 1.921 0.177
C -3.587 0.369 -0.598
O -3.924 -0.863 0.084
C -4.254 -1.901 -0.824
C -5.221 3.544 0.734
O -5.799 3.643 2.027
C -6.837 2.731 2.312
C -7.208 2.744 3.823
C -8.472 1.813 3.967
C -6.006 1.399 -0.723
C -6.058 2.006 -2.180
C -6.575 0.950 -3.207
F -6.944 3.094 -2.283
H 5.004 -1.060 1.314
H 4.233 -0.007 2.528
H 3.253 -1.254 1.636
H 4.626 0.753 -0.136
H 2.986 0.043 -0.296
H 2.757 1.663 2.000
H 3.918 2.596 1.037
H 1.533 1.624 -0.543
H 2.454 3.140 -0.684
H 1.311 3.911 1.569
H 0.189 3.672 0.213
H 0.514 1.031 1.405
H 0.209 2.238 2.766
H -1.511 2.167 0.164
H -1.751 3.081 1.653
H -2.107 -0.017 1.609
H -2.040 1.057 3.026
H -4.407 0.535 2.190
H -3.928 2.164 2.669
H -3.506 2.704 -0.620
H -2.484 0.473 -0.737
H -3.974 0.240 -1.639
H -3.572 -1.921 -1.699
H -4.211 -2.864 -0.277
H -5.306 -1.816 -1.186
H -6.002 3.836 -0.016
H -4.452 4.347 0.652
H -6.532 1.683 2.086
H -7.721 2.950 1.674
H -6.389 2.322 4.434
H -7.429 3.787 4.113
H -9.244 2.258 4.612
H -8.163 0.816 4.327
H -8.900 1.658 2.954
H -6.957 1.700 -0.250
H -6.069 0.305 -0.878
H -5.048 2.316 -2.505
H -7.370 0.348 -2.732
H -7.050 1.485 -4.053
H -5.766 0.310 -3.594
C -6.334 7.016 3.014
Cl -6.946 7.731 1.517
Cl -7.290 7.521 4.413
H -6.381 5.933 2.926
H -5.306 7.332 3.160
C -2.886 -1.944 3.945
Cl -2.955 -0.488 4.946
Cl -3.695 -3.308 4.727
H -3.377 -1.741 2.997
H -1.845 -2.203 3.777
C -1.697 1.378 8.439
Cl -2.257 2.093 6.923
Cl -2.677 1.911 9.810
H -1.764 0.297 8.360
H -0.668 1.676 8.607
C 7.644 -1.469 -0.442
Cl 7.574 -0.031 0.584
Cl 6.827 -2.841 0.322
H 7.158 -1.251 -1.387
H 8.683 -1.728 -0.609
C 9.104 -5.702 -0.355
Cl 9.951 -4.388 -1.176
Cl 7.892 -6.450 -1.406
H 9.824 -6.456 -0.062
H 8.606 -5.301 0.522
C 6.170 -6.109 -4.933
Cl 4.412 -5.986 -4.781
Cl 6.821 -4.844 -5.977
H 6.615 -6.012 -3.948
H 6.417 -7.076 -5.361
C 2.284 -5.429 -7.824
Cl 0.526 -5.308 -7.675
Cl 2.933 -4.158 -8.867
H 2.727 -5.333 -6.838
H 2.534 -6.395 -8.251
C 11.230 -3.768 2.606
Cl 11.337 -5.473 2.153
Cl 10.021 -2.893 1.655
H 10.958 -3.706 3.655
H 12.199 -3.306 2.447
C 10.122 -2.458 -4.547
Cl 9.134 -2.057 -3.134
Cl 10.212 -4.203 -4.800
H 9.676 -2.001 -5.425
H 11.124 -2.072 -4.395
C 8.658 -7.948 -8.139
Cl 6.988 -8.513 -7.970
Cl 9.078 -6.796 -6.868
H 9.325 -8.802 -8.076
H 8.766 -7.461 -9.103
C -6.042 11.063 -0.381
Cl -6.531 12.757 -0.518
Cl -4.384 10.821 -0.944
H -6.106 10.763 0.660
H -6.709 10.455 -0.983
C -7.868 0.415 7.647
Cl -8.326 2.116 7.498
Cl -6.209 0.140 7.104
H -7.947 0.123 8.689
H -8.539 -0.184 7.040
C -9.661 5.172 -1.914
Cl -11.315 4.584 -1.691
Cl -9.245 6.390 -0.701
H -8.978 4.332 -1.834
H -9.580 5.620 -2.899
C 6.523 -11.977 -7.181
Cl 4.839 -12.354 -6.801
Cl 7.634 -12.757 -6.048
H 6.743 -12.329 -8.184
H 6.663 -10.903 -7.123
C 9.001 3.204 1.387
Cl 8.547 4.907 1.246
Cl 10.668 2.937 0.864
H 8.904 2.900 2.424
H 8.338 2.613 0.762
```

LUMO energy (eV): 0.3
Electronic energy (Ha): -15696.61888